88
Properties=species:S:1:pos:R:3:lowdin_charge:R:1 method="wB97M-V/def2-TZVPD" total_energy_ev=-77224.36318 multiplicity=1 total_charge=+3
Cd 0.59 -0.65 1.22 1.420
N 1.54 3.01 3.79 0.151
C 1.69 2.02 2.93 -0.134
N 0.93 0.96 2.90 0.030
C -0.13 0.85 3.81 -0.278
N -0.88 -0.21 3.88 0.073
N -0.60 -1.16 2.95 -0.131
C -0.85 -2.38 3.19 -0.050
C -0.41 -3.40 2.21 -0.266
C -0.73 -4.73 2.40 0.018
C -0.24 -5.68 1.51 0.001
C 0.57 -5.26 0.47 -0.015
C 0.85 -3.91 0.35 -0.123
N 0.37 -2.99 1.19 -0.006
C -0.35 1.92 4.77 -0.095
C -1.36 1.87 5.74 0.005
C -1.48 2.88 6.66 -0.029
C -0.60 3.97 6.62 -0.021
C 0.40 4.04 5.68 0.010
C 0.53 3.00 4.76 -0.163
H 2.21 3.77 3.80 0.176
H 2.50 2.11 2.22 0.143
H -1.31 -2.70 4.12 0.147
H -1.36 -5.02 3.24 0.134
H -0.48 -6.72 1.64 0.135
H 1.00 -5.97 -0.22 0.126
H 1.49 -3.55 -0.44 0.097
H -2.02 1.01 5.75 0.120
H -2.24 2.84 7.42 0.124
H -0.71 4.77 7.35 0.128
H 1.08 4.88 5.65 0.129
C -1.58 -1.92 -2.93 -0.238
C -2.04 -1.42 -1.55 -0.235
P -1.82 0.37 -1.55 1.020
C -2.37 1.22 -0.08 -0.318
C -1.86 2.48 0.21 -0.089
C -2.49 3.26 1.16 -0.046
C -3.64 2.80 1.80 -0.034
C -4.14 1.54 1.51 -0.044
C -3.51 0.74 0.56 -0.066
C -2.71 1.10 -2.91 -0.300
C -3.75 0.42 -3.55 -0.075
C -4.53 1.08 -4.48 -0.036
C -4.30 2.42 -4.76 -0.023
C -3.29 3.11 -4.10 -0.036
C -2.49 2.46 -3.18 -0.065
C -0.06 -1.91 -3.17 -0.231
P 0.82 -0.35 -2.77 1.078
C 1.18 0.55 -4.25 -0.307
C 2.35 1.33 -4.27 -0.058
C 2.72 1.96 -5.44 -0.036
C 1.95 1.81 -6.59 -0.022
C 0.79 1.06 -6.56 -0.040
C 0.40 0.42 -5.40 -0.071
C 2.38 -0.85 -2.00 -0.311
C 2.97 -1.98 -2.58 -0.086
C 4.19 -2.45 -2.12 -0.038
C 4.85 -1.80 -1.10 -0.031
C 4.31 -0.63 -0.56 -0.052
C 3.09 -0.15 -1.02 -0.116
H -2.05 -1.33 -3.71 0.080
H -1.93 -2.95 -3.07 0.134
H -1.44 -1.84 -0.74 0.075
H -3.08 -1.70 -1.37 0.105
H -0.97 2.85 -0.30 0.106
H -2.11 4.25 1.39 0.120
H -4.15 3.43 2.51 0.124
H -5.03 1.18 2.00 0.123
H -3.94 -0.22 0.31 0.110
H -3.98 -0.61 -3.31 0.109
H -5.33 0.55 -4.98 0.125
H -4.91 2.93 -5.50 0.127
H -3.13 4.16 -4.31 0.124
H -1.71 3.00 -2.66 0.109
H 0.13 -2.11 -4.22 0.109
H 0.42 -2.69 -2.59 0.080
H 2.96 1.42 -3.38 0.109
H 3.62 2.56 -5.46 0.124
H 2.26 2.29 -7.51 0.127
H 0.19 0.95 -7.46 0.123
H -0.52 -0.17 -5.39 0.108
H 2.49 -2.50 -3.41 0.116
H 4.63 -3.33 -2.58 0.126
H 5.80 -2.17 -0.73 0.127
H 4.85 -0.09 0.20 0.118
H 2.70 0.79 -0.64 0.087
O 0.47 0.68 -0.42 -0.493
N -0.14 0.60 -1.71 -0.385


86
Properties=species:S:1:pos:R:3:lowdin_charge:R:1 method="wB97M-V/def2-TZVPD" total_energy_ev=-127760.25575 multiplicity=5 total_charge=+2
Pd 1.30 -0.35 -0.19 0.809
C 2.91 1.38 -0.55 -0.162
C 2.16 2.36 0.36 -0.391
C 1.61 3.71 -0.19 -0.171
C 0.73 3.52 -1.43 -0.161
C 0.17 2.14 -1.64 -0.064
C 0.76 0.96 -2.06 -0.188
C 2.00 1.14 -2.89 -0.174
C 3.03 1.82 -2.00 -0.172
C -2.44 -1.98 -0.01 -0.194
H 3.95 1.36 -0.20 0.120
H 2.83 2.58 1.18 0.116
H 2.45 4.40 -0.41 0.128
H 1.03 4.23 0.59 0.115
H -0.14 4.17 -1.29 0.119
H 1.19 3.99 -2.32 0.142
H -0.92 2.18 -1.66 0.091
H 0.05 0.21 -2.40 0.075
H 1.85 1.76 -3.79 0.137
H 2.39 0.18 -3.26 0.102
H 4.05 1.64 -2.30 0.129
H 2.92 2.90 -2.02 0.109
H -1.39 -2.19 -0.09 -0.008
H -3.03 -2.83 -0.44 0.099
H -2.70 -1.89 1.06 0.027
P 0.73 1.45 1.10 0.968
P -2.78 -0.42 -0.88 1.013
C -1.07 1.45 0.91 -0.434
C -2.02 0.94 0.05 -0.356
C 1.18 1.53 2.87 -0.366
C 1.02 2.71 3.63 -0.059
C 1.05 2.58 5.03 -0.054
C 1.33 1.36 5.64 -0.052
C 1.56 0.23 4.86 -0.075
C 1.55 0.32 3.49 -0.185
C 3.23 -0.69 0.02 -0.295
C 3.74 -1.18 -1.20 -0.083
C 4.71 -2.17 -0.99 -0.056
C 5.60 -1.97 0.07 -0.055
C 5.28 -1.16 1.17 -0.043
C 4.00 -0.59 1.18 -0.096
C -4.57 -0.02 -0.70 -0.286
C -4.95 0.25 0.64 -0.095
C -6.29 0.47 0.95 -0.057
C -7.26 0.52 -0.07 -0.045
C -6.86 0.37 -1.40 -0.058
C -5.53 0.09 -1.76 -0.052
C -2.26 -0.73 -2.60 -0.310
C -1.33 -1.73 -2.96 -0.101
C -0.94 -1.88 -4.30 -0.061
C -1.49 -1.10 -5.32 -0.045
C -2.34 -0.04 -4.98 -0.050
C -2.71 0.15 -3.63 -0.086
H -1.42 2.14 1.70 0.075
H -2.87 1.65 0.06 0.068
H 0.87 3.68 3.12 0.118
H 0.81 3.47 5.63 0.120
H 1.36 1.30 6.72 0.116
H 1.72 -0.73 5.32 0.109
H 1.78 -0.53 2.87 0.059
H 3.34 -0.69 -2.09 0.078
H 4.85 -3.01 -1.69 0.119
H 6.60 -2.39 0.01 0.115
H 6.03 -0.98 1.95 0.123
H 3.63 0.04 1.98 0.095
H -4.17 0.32 1.42 0.105
H -6.56 0.60 1.99 0.111
H -8.31 0.70 0.19 0.122
H -7.61 0.46 -2.20 0.116
H -5.23 0.00 -2.82 0.100
H -0.93 -2.40 -2.19 0.070
H -0.17 -2.61 -4.55 0.113
H -1.25 -1.30 -6.37 0.124
H -2.70 0.63 -5.76 0.116
H -3.38 0.99 -3.37 0.113
Cl -1.08 -0.76 2.69 0.861
C -0.04 -2.12 2.40 -0.616
C 0.71 -2.27 1.22 -0.194
C 1.04 -3.57 0.88 -0.648
Cl 1.34 -3.94 -0.80 0.744
C 0.96 -4.64 1.80 -0.656
Cl 1.50 -6.19 1.42 0.844
C 0.44 -4.41 3.09 -0.692
Cl 0.55 -5.57 4.34 0.762
C -0.15 -3.16 3.34 -0.666
Cl -1.01 -2.91 4.79 0.814


86
Properties=species:S:1:pos:R:3:lowdin_charge:R:1 method="wB97M-V/def2-TZVPD" total_energy_ev=-71238.25125 multiplicity=2 total_charge=+4
Re 0.43 -0.38 -0.18 1.318
N 0.78 0.33 4.10 0.196
C 0.31 0.03 2.92 -0.104
N 1.04 0.00 1.80 -0.037
C 2.42 0.28 1.93 -0.254
N 3.17 0.28 0.88 0.124
N 2.42 0.00 -0.23 -0.162
C 2.94 0.15 -1.41 0.050
C 2.10 -0.12 -2.57 -0.232
C 2.60 -0.06 -3.85 0.064
C 1.75 -0.35 -4.93 0.046
C 0.44 -0.67 -4.66 0.036
C -0.01 -0.70 -3.34 -0.070
N 0.78 -0.43 -2.31 -0.054
C 2.98 0.59 3.23 -0.086
C 4.34 0.86 3.42 0.030
C 4.81 1.16 4.68 0.004
C 3.93 1.19 5.78 0.013
C 2.58 0.92 5.61 0.034
C 2.13 0.62 4.34 -0.153
H 0.13 0.35 4.89 0.195
H -0.74 -0.20 2.85 0.125
H 3.96 0.51 -1.51 0.169
H 3.64 0.20 -4.02 0.148
H 2.13 -0.32 -5.94 0.147
H -0.26 -0.90 -5.46 0.141
H -1.04 -0.94 -3.12 0.094
H 5.01 0.84 2.57 0.129
H 5.85 1.37 4.84 0.136
H 4.32 1.42 6.76 0.139
H 1.91 0.94 6.46 0.138
C -3.15 0.08 1.38 -0.256
C -2.90 -1.42 1.16 -0.256
P -1.54 -1.82 0.01 0.974
C -2.16 -2.78 -1.36 -0.368
C -3.02 -2.19 -2.30 -0.113
C -3.59 -2.96 -3.30 -0.027
C -3.31 -4.32 -3.36 -0.005
C -2.47 -4.91 -2.43 -0.018
C -1.89 -4.15 -1.43 -0.059
C -0.13 -2.65 0.74 -0.423
C 0.03 -2.99 2.10 -0.064
C 1.23 -3.50 2.54 0.005
C 2.32 -3.63 1.66 0.012
C 2.20 -3.31 0.33 -0.023
C 0.96 -2.84 -0.16 -0.169
C -3.04 0.89 0.09 -0.308
P -1.33 1.38 -0.33 0.982
C -1.34 2.07 -1.99 -0.361
C -2.31 1.70 -2.92 -0.092
C -2.27 2.21 -4.20 -0.030
C -1.26 3.09 -4.57 -0.015
C -0.28 3.46 -3.65 -0.030
C -0.32 2.95 -2.36 -0.075
C -0.78 2.62 0.85 -0.367
C -1.72 3.33 1.62 -0.054
C -1.29 4.35 2.46 -0.019
C 0.05 4.66 2.55 -0.012
C 0.99 3.96 1.80 -0.035
C 0.58 2.94 0.96 -0.140
H -2.49 0.51 2.14 0.082
H -4.16 0.19 1.78 0.142
H -3.77 -1.86 0.68 0.118
H -2.77 -1.96 2.10 0.102
H -3.26 -1.13 -2.25 0.078
H -4.26 -2.51 -4.02 0.129
H -3.77 -4.93 -4.13 0.135
H -2.27 -5.98 -2.47 0.133
H -1.26 -4.63 -0.69 0.115
H -0.81 -2.92 2.78 0.119
H 1.33 -3.83 3.56 0.139
H 3.25 -4.04 2.03 0.140
H 3.01 -3.49 -0.35 0.136
H 0.78 -2.86 -1.23 0.111
H -3.63 1.81 0.13 0.117
H -3.43 0.33 -0.76 0.067
H -3.13 1.05 -2.65 0.089
H -3.05 1.96 -4.91 0.130
H -1.24 3.51 -5.57 0.133
H 0.49 4.17 -3.93 0.128
H 0.42 3.29 -1.65 0.099
H -2.78 3.12 1.55 0.111
H -2.02 4.91 3.03 0.133
H 0.37 5.47 3.20 0.133
H 2.04 4.22 1.86 0.127
H 1.32 2.42 0.36 0.079


95
Properties=species:S:1:pos:R:3:lowdin_charge:R:1 method="wB97M-V/def2-TZVPD" total_energy_ev=-406198.95408 multiplicity=1 total_charge=+3
Ta -1.21 -0.94 -0.26 2.029
C 1.52 5.86 0.36 -0.008
C 1.46 4.72 1.39 -0.551
C 0.78 5.21 2.67 -0.039
C 2.89 4.27 1.73 -0.027
C 0.69 3.57 0.78 -0.113
C -0.62 3.26 1.14 0.052
C -1.19 2.08 0.72 -0.089
N -0.55 1.20 -0.06 -0.059
C 0.64 1.57 -0.59 -0.184
C 1.28 2.72 -0.17 0.078
C 1.18 0.67 -1.61 -0.184
C 2.18 1.05 -2.51 0.090
C 2.61 0.19 -3.53 -0.101
C 1.95 -1.05 -3.60 0.050
C 0.98 -1.37 -2.68 -0.066
N 0.60 -0.55 -1.69 -0.023
C 3.69 0.57 -4.50 -0.554
C 3.05 0.72 -5.90 -0.013
C 4.38 1.89 -4.13 -0.046
C 4.76 -0.54 -4.54 -0.022
H 2.06 6.69 0.79 0.105
H 0.52 6.20 0.09 0.098
H 2.03 5.55 -0.55 0.089
H 1.43 5.92 3.17 0.100
H 0.58 4.39 3.35 0.091
H -0.15 5.73 2.46 0.093
H 3.37 5.05 2.32 0.101
H 3.50 4.12 0.85 0.084
H 2.88 3.36 2.32 0.087
H -1.20 3.91 1.78 0.128
H -2.18 1.78 1.03 0.130
H 2.26 2.95 -0.54 0.125
H 2.62 2.03 -2.42 0.112
H 2.20 -1.76 -4.37 0.133
H 0.47 -2.33 -2.71 0.126
H 2.32 1.52 -5.90 0.097
H 2.57 -0.20 -6.22 0.089
H 3.83 0.96 -6.61 0.103
H 3.69 2.73 -4.17 0.090
H 5.17 2.09 -4.85 0.103
H 4.84 1.83 -3.15 0.095
H 4.37 -1.47 -4.92 0.085
H 5.18 -0.70 -3.56 0.096
H 5.57 -0.23 -5.20 0.102
Se -4.26 -1.19 7.33 1.286
N -4.85 -1.51 5.73 -0.224
C -3.90 -1.29 4.84 -0.326
C -4.04 -1.44 3.42 -0.055
C -5.25 -1.85 2.84 0.074
C -5.31 -1.99 1.47 0.027
C -4.17 -1.72 0.72 -0.078
N -3.01 -1.32 1.24 -0.002
C -2.93 -1.16 2.58 -0.131
C -1.68 -0.70 3.16 -0.136
N -0.68 -0.37 2.32 0.032
C 0.45 0.11 2.83 -0.126
C 0.67 0.26 4.20 0.003
C -0.33 -0.10 5.08 0.059
C -1.54 -0.56 4.56 -0.058
C -2.66 -0.86 5.40 -0.326
N -2.68 -0.75 6.72 -0.224
H -6.09 -2.05 3.49 0.140
H -6.21 -2.32 0.99 0.134
H -4.20 -1.83 -0.36 0.115
H 1.21 0.42 2.13 0.106
H 1.60 0.67 4.56 0.125
H -0.21 -0.02 6.15 0.137
Br -5.02 -3.89 -5.29 0.828
C -4.22 -2.64 -4.14 -0.723
C -4.61 -1.29 -4.17 -0.723
Br -5.93 -0.72 -5.38 0.825
C -4.05 -0.36 -3.28 -0.635
Br -4.59 1.44 -3.24 0.844
C -3.07 -0.78 -2.37 -0.394
O -2.49 -0.08 -1.44 -0.191
C -2.66 -2.15 -2.36 -0.397
O -1.79 -2.39 -1.40 -0.222
C -3.24 -3.07 -3.23 -0.630
Br -2.71 -4.87 -3.09 0.850
C 3.34 -3.10 2.26 0.018
C 1.99 -3.18 1.67 -0.245
C 1.04 -4.18 1.75 0.068
C -0.09 -3.71 1.08 -0.285
N 0.15 -2.47 0.60 -0.101
N 1.43 -2.18 0.97 0.051
C -1.37 -4.43 0.89 0.002
H 3.80 -4.09 2.30 0.107
H 3.28 -2.74 3.29 0.103
H 3.99 -2.42 1.71 0.093
H 1.15 -5.13 2.23 0.137
H 1.88 -1.33 0.67 0.152
H -1.30 -5.42 1.35 0.105
H -1.59 -4.57 -0.17 0.057
H -2.20 -3.89 1.35 0.076


95
Properties=species:S:1:pos:R:3:lowdin_charge:R:1 method="wB97M-V/def2-TZVPD" smiles="C/C(Cl)=C(/Cl)OC(=O)OOC[C@H](C)CC(C)C.O=C1C=CC(=O)C=C1.O=C1C=CC(=O)C=C1.O=C1C=CC(=O)C=C1.O=C1C=CC(=O)C=C1.O=C1C=CC(=O)C=C1" total_energy_ev=-96832.91204 multiplicity=1
C -1.11 1.35 3.51 -0.070
C 0.02 2.19 2.94 -0.657
Cl 1.44 2.39 3.99 0.659
C -0.02 2.78 1.76 -0.719
Cl 1.32 3.78 1.20 0.683
O -1.18 2.62 1.02 0.054
C -1.03 1.79 -0.07 -0.520
O -0.54 2.16 -1.05 0.228
O -1.51 0.50 -0.05 0.022
O -0.72 -0.21 0.85 -0.119
C -0.51 -1.55 0.38 -0.110
C 0.98 -1.91 0.04 -0.292
C 1.29 -3.27 0.82 -0.055
C 2.01 -0.80 0.32 -0.133
C 3.29 -0.83 -0.58 -0.389
C 3.14 0.00 -1.90 -0.075
C 3.80 -2.24 -0.96 -0.084
H -0.82 0.98 4.51 0.072
H -2.06 1.92 3.56 0.098
H -1.32 0.46 2.89 0.073
H -0.92 -2.21 1.16 0.123
H -1.15 -1.73 -0.51 0.132
H 1.02 -2.16 -1.04 0.115
H 0.39 -3.86 1.04 0.072
H 1.94 -3.06 1.70 0.081
H 1.89 -3.87 0.11 0.057
H 2.31 -0.88 1.39 0.121
H 1.59 0.22 0.21 0.101
H 4.08 -0.32 0.01 0.125
H 2.72 -0.60 -2.74 0.077
H 2.57 0.94 -1.77 0.071
H 4.16 0.28 -2.22 0.071
H 3.14 -2.78 -1.67 0.062
H 4.81 -2.16 -1.38 0.081
H 3.91 -2.83 -0.02 0.077
O 2.89 -7.41 -6.67 0.110
C 2.47 -6.67 -5.80 -0.386
C 1.67 -5.47 -6.12 0.025
C 1.22 -4.66 -5.17 0.027
C 1.49 -4.93 -3.74 -0.381
O 1.07 -4.19 -2.87 0.089
C 2.29 -6.13 -3.41 0.022
C 2.74 -6.94 -4.36 0.023
H 1.48 -5.28 -7.17 0.124
H 0.63 -3.77 -5.39 0.119
H 2.48 -6.31 -2.36 0.122
H 3.33 -7.82 -4.14 0.123
O 3.32 5.24 9.88 0.107
C 2.53 4.46 9.39 -0.387
C 1.20 4.23 10.00 0.020
C 0.34 3.37 9.46 0.020
C 0.67 2.60 8.24 -0.385
O -0.12 1.82 7.75 0.100
C 2.00 2.83 7.63 0.008
C 2.87 3.69 8.17 0.024
H 0.97 4.80 10.89 0.122
H -0.64 3.19 9.89 0.122
H 2.23 2.26 6.74 0.083
H 3.84 3.87 7.74 0.123
O -5.92 -0.75 -2.38 0.097
C -4.93 -0.91 -3.07 -0.376
C -5.01 -1.56 -4.40 0.023
C -3.93 -1.73 -5.15 0.022
C -2.59 -1.28 -4.69 -0.381
O -1.60 -1.44 -5.37 0.102
C -2.51 -0.63 -3.35 0.029
C -3.59 -0.46 -2.60 0.026
H -5.99 -1.88 -4.72 0.123
H -3.96 -2.20 -6.12 0.122
H -1.53 -0.31 -3.03 0.120
H -3.55 0.01 -1.63 0.112
O -8.52 0.27 2.34 0.103
C -9.03 0.57 1.29 -0.387
C -8.30 0.43 0.01 0.022
C -8.86 0.77 -1.15 0.022
C -10.25 1.29 -1.21 -0.387
O -10.77 1.59 -2.27 0.104
C -10.98 1.43 0.07 0.018
C -10.42 1.09 1.23 0.017
H -7.29 0.05 0.06 0.115
H -8.34 0.67 -2.10 0.112
H -11.99 1.81 0.01 0.121
H -10.94 1.19 2.17 0.121
O 6.37 5.25 -3.65 0.108
C 6.46 4.45 -2.74 -0.387
C 5.30 4.11 -1.89 0.024
C 5.40 3.23 -0.89 0.017
C 6.68 2.56 -0.59 -0.389
O 6.78 1.77 0.32 0.102
C 7.85 2.91 -1.43 0.019
C 7.75 3.78 -2.43 0.020
H 4.36 4.61 -2.13 0.123
H 4.55 2.97 -0.27 0.114
H 8.78 2.41 -1.20 0.122
H 8.59 4.04 -3.06 0.122


Maximum force, record by record: 0.88 3.18 0.48 3.14 3.16 eV/A
ΔE to the lowest compared entry with this formula, charge and spin, record by record: 0.0 75.2 0.0 25.9 21.5 kcal/mol